[1]
The following is a DFT calculation (ωB97M-V/def2-TZVPD) of C28H39ClF3INO17P2 as an isolated structure at a distorted geometry.

Output
LUMO energy in eV: -4.5
Highest occupied orbital energy in eV: -11.89
Net charge: +1
HOMO-LUMO gap in eV: 7.365

Each line ends with the Mulliken charge.
Atoms and positions in Å:
C  2.06371  5.15257  2.11762  -1.235
C  2.86407  4.04724  1.40211  -0.450
C  1.98101  3.24576  0.42910  -0.193
C  2.80347  2.10866  -0.19332  -0.370
C  2.05775  1.30912  -1.28286  -0.925
C  0.63921  0.83726  -0.84806  -0.424
C  0.72632  -0.52440  -0.18836  0.248
C  1.02854  -1.58083  -0.97409  -0.515
N  1.11584  -2.84299  -0.51867  -0.041
C  1.40674  -3.87338  -1.52191  -1.193
P  -0.17614  -4.11383  -2.47088  1.177
O  -1.26724  -3.74860  -1.54835  -0.689
O  -0.22451  -3.06465  -3.68005  -0.532
O  -0.33934  -5.62474  -2.92187  -0.449
C  0.93154  -3.09687  0.77672  -0.040
I  1.07249  -5.07211  1.50852  0.206
C  0.61681  -2.08182  1.66190  0.578
P  0.32624  -2.53369  3.46137  0.197
O  1.07319  -1.29716  4.25085  -0.478
Cl  -1.73391  -2.37805  3.73751  -0.181
C  0.50927  -0.78613  1.16928  0.633
C  0.12947  0.37992  2.09578  -0.622
O  0.98757  1.13613  2.47754  -0.465
O  -1.16339  0.43379  2.46100  -0.268
C  -2.07376  0.61133  1.36241  -0.111
C  -3.49368  0.50556  1.92585  0.018
C  -4.54801  0.35889  0.79766  -0.768
C  -5.35398  1.64648  0.60816  -0.840
O  -4.51471  2.75785  0.22862  -0.208
C  -4.62893  3.04910  -1.12339  0.567
C  -3.50863  2.55552  -2.02772  -0.676
O  -5.57463  3.65063  -1.55472  -0.526
H  1.20192  4.71950  2.63954  0.120
H  1.71413  5.91343  1.41115  0.334
H  2.66942  5.64570  2.88385  0.445
H  3.27957  3.39596  2.18194  0.319
H  3.71221  4.50627  0.88249  0.333
H  1.62701  3.96277  -0.32499  0.387
H  1.12553  2.89991  1.01793  -0.168
H  3.17347  1.44374  0.59744  0.274
H  3.67838  2.57775  -0.65373  0.347
H  2.05069  1.82238  -2.24855  0.509
H  2.65959  0.40214  -1.45083  0.337
H  0.10058  1.57949  -0.25933  0.195
H  0.06414  0.69485  -1.77450  0.558
H  1.18691  -1.41489  -2.03509  0.770
H  1.79989  -4.79627  -1.10353  0.569
H  2.13690  -3.43512  -2.21030  0.315
H  -0.98569  -2.49234  -3.49866  0.366
H  -1.28205  -5.72980  -3.14040  0.274
H  1.66067  -0.85746  3.61623  0.469
H  -1.96964  1.60134  0.89753  -0.028
H  -1.98833  -0.15705  0.57975  0.402
H  -3.71949  1.40224  2.51317  -0.063
H  -3.55268  -0.41575  2.51209  0.336
H  -4.12319  0.01350  -0.15331  0.396
H  -5.27623  -0.40162  1.10512  0.380
H  -5.87156  1.90368  1.53578  0.370
H  -6.10055  1.47983  -0.17696  0.457
H  -2.84064  3.40619  -2.20319  0.305
H  -2.96711  1.71031  -1.59744  0.015
H  -3.94205  2.27684  -2.98933  0.380
C  8.34812  1.43989  -1.91784  -0.465
C  7.07260  1.44093  -2.72087  0.263
O  6.08897  1.71156  -1.73819  -0.205
C  6.70638  2.45431  -0.76573  0.612
O  6.13531  3.07284  0.06520  -0.434
O  8.05375  2.38950  -0.88943  -0.348
F  6.82403  0.22355  -3.26774  -0.281
H  8.55141  0.46696  -1.46757  0.281
H  9.21341  1.74778  -2.49953  0.276
H  7.02907  2.20380  -3.50011  0.291
C  -3.29836  5.14194  2.56901  -0.156
C  -2.99925  4.28987  3.77634  0.161
O  -1.67341  4.65238  4.09506  -0.297
C  -1.51218  5.94707  3.67424  0.575
O  -0.62656  6.65267  4.00733  -0.486
O  -2.51304  6.30754  2.82720  -0.355
F  -3.02979  2.96168  3.46867  -0.262
H  -2.96392  4.67422  1.64123  0.111
H  -4.35296  5.39097  2.47740  0.330
H  -3.64711  4.47933  4.63383  0.236
C  -1.97643  -8.47064  -1.86730  -0.329
C  -2.46192  -8.88149  -3.23121  0.361
O  -1.81746  -10.11984  -3.42763  -0.297
C  -1.63366  -10.66656  -2.18298  0.569
O  -1.36696  -11.79621  -1.97966  -0.459
O  -1.80576  -9.72361  -1.21176  -0.325
F  -2.04350  -8.00315  -4.18734  -0.273
H  -1.01774  -7.94926  -1.90819  0.221
H  -2.69466  -7.84798  -1.33602  0.296
H  -3.54248  -9.01416  -3.30797  0.264

Force components x, y, z for each atom (eV/Å):
0.15 -0.27 -0.04
-0.37 0.49 0.45
0.83 0.41 0.51
-0.59 0.49 -0.43
0.46 -0.37 0.73
0.34 -0.34 -0.93
-0.35 1.17 0.69
0.10 -0.14 -0.84
0.48 -0.18 -0.24
0.12 0.02 -1.68
-1.99 0.42 1.70
-0.08 0.18 0.27
0.93 -0.70 -0.13
0.95 0.72 -0.55
-0.18 -1.08 0.97
-0.03 0.20 -0.41
-0.58 0.72 0.24
0.53 -1.10 1.13
-0.68 -0.32 -1.14
0.60 0.46 -0.35
-0.39 0.47 0.01
0.57 0.38 0.16
-0.77 -0.92 -0.11
0.91 0.41 -0.53
-1.71 0.01 -0.12
-0.06 -0.40 -0.72
-0.22 0.51 0.50
-0.10 -0.57 -0.35
0.28 -0.19 -0.50
-0.63 0.19 -0.43
-0.17 0.24 0.32
0.60 -0.37 0.42
0.04 0.11 -0.13
-0.02 -0.09 0.14
-0.06 0.01 -0.18
-0.01 -0.11 -0.27
-0.06 -0.22 -0.04
-0.08 -0.32 -0.10
0.04 -0.03 -0.29
-0.12 0.07 -0.08
0.02 -0.26 0.10
-0.30 0.21 0.28
-0.11 0.15 -0.22
0.20 -0.12 0.11
-0.10 0.04 0.24
0.05 -0.31 0.07
-0.14 0.16 0.09
0.13 -0.26 0.22
-0.06 -0.04 -0.12
0.08 -0.36 -0.14
0.08 0.51 0.49
0.37 -0.13 0.20
0.47 -0.05 0.27
0.06 -0.71 -0.01
0.19 0.37 0.30
0.03 0.11 0.12
0.10 0.06 -0.14
0.12 0.10 -0.12
-0.07 0.20 0.23
0.08 -0.24 0.05
0.02 0.21 0.01
0.02 0.07 0.12
0.49 0.07 -0.04
-0.12 -0.41 0.07
0.30 0.33 -0.12
0.04 0.15 0.40
-0.09 -0.08 -0.01
-0.30 -0.15 -0.24
-0.09 0.05 -0.03
-0.17 -0.06 -0.09
-0.01 0.19 0.14
-0.05 -0.12 -0.09
-0.35 0.22 -0.25
0.29 -0.18 -0.17
-0.39 0.28 0.01
0.30 0.31 -0.07
0.06 -0.06 -0.02
0.04 -0.35 0.22
0.10 0.28 0.26
0.03 -0.17 0.11
0.07 0.20 0.03
-0.03 -0.21 0.01
-0.16 0.33 0.57
0.36 -0.08 -0.28
-0.36 0.13 0.38
0.23 -0.36 0.12
0.06 0.02 -0.02
-0.07 0.03 -0.43
-0.07 0.06 0.00
0.00 -0.04 -0.23
-0.03 -0.18 0.14
0.01 0.13 -0.16

[2]
The following is a DFT calculation (ωB97M-V/def2-TZVPD) of C28H39ClFeN4O5 as an isolated structure at a distorted geometry.

Output
LUMO energy (alpha / beta) in eV: 2.6 / 2.4
Highest occupied orbital energy (alpha / beta) in eV: -1.07 / -5.66
Net charge: -1
Multiplicity: 6
HOMO-LUMO gap (alpha / beta) in eV: 3.694 / 8.066

Each line ends with the Mulliken spin population.
Atoms and positions in Å:
Fe  -0.24790  -0.05461  0.52182  4.130
Cl  -0.28602  -0.03310  2.71979  0.137
N  -0.15220  2.02332  -0.07807  -0.121
N  -0.32275  -2.12581  -0.11070  -0.115
C  -0.72328  2.74850  -1.01477  0.190
C  -0.90723  -2.81092  -1.06873  0.257
C  0.72264  2.94857  0.69050  -0.007
C  0.96206  4.06788  -0.30155  0.000
C  1.99440  2.27000  1.15128  -0.006
C  -0.05540  3.49653  1.88580  0.000
H  2.48804  1.65284  0.38800  0.002
H  1.79281  1.62615  2.01412  -0.001
H  2.70846  3.04243  1.46129  0.002
H  -0.99609  3.97470  1.57146  -0.002
H  0.56931  4.23495  2.40018  0.002
H  -0.29000  2.68884  2.58640  -0.001
C  0.49902  -3.09458  0.66058  -0.045
C  0.66052  -4.24424  -0.31489  -0.002
C  -0.28451  -3.55720  1.88233  0.012
C  1.81905  -2.47758  1.04815  0.055
H  2.37666  -2.13903  0.16375  -0.011
H  2.41582  -3.26547  1.53358  -0.001
H  1.66699  -1.61632  1.71592  0.021
H  -1.24504  -4.00449  1.58331  -0.003
H  -0.47056  -2.71006  2.55126  -0.004
H  0.32634  -4.29443  2.41316  0.003
O  -0.38545  -4.01330  -1.30923  0.025
H  0.48380  -5.23452  0.11314  0.001
H  1.61807  -4.23915  -0.85218  0.003
O  -0.12564  3.91170  -1.27162  0.015
H  1.91748  3.98279  -0.83500  0.001
H  0.87828  5.07508  0.11601  0.002
C  -1.94910  2.45466  -1.79656  -0.100
C  -2.08286  -2.44156  -1.89524  -0.140
C  -1.78508  -1.19725  -2.67010  -0.187
H  -2.91187  -2.24233  -1.19214  0.094
H  -2.35170  -3.29616  -2.52926  -0.031
C  -1.91017  0.00255  -1.99222  0.296
C  -1.73287  1.22206  -2.62258  -0.163
H  -2.29344  -0.00620  -0.96277  0.424
C  -1.43663  1.25224  -3.99389  0.022
C  -1.30684  0.04138  -4.66962  0.196
C  -1.33279  2.56472  -4.72048  -0.013
C  -1.47217  -1.18934  -4.03706  0.016
H  -1.08467  0.05838  -5.72599  0.022
C  -1.37558  -2.47743  -4.80240  -0.024
H  -1.20517  -2.27609  -5.86111  0.003
H  -2.30889  -3.04225  -4.70622  0.003
H  -0.55610  -3.11600  -4.45190  -0.001
H  -2.26230  3.13440  -4.60413  0.002
H  -1.17095  2.39548  -5.78642  0.003
H  -0.50724  3.18743  -4.35566  0.000
H  -2.19915  3.33773  -2.39821  -0.026
H  -2.76126  2.27332  -1.06780  0.071
C  4.25216  -2.09955  4.92342  0.000
C  3.94569  -1.19930  3.74502  0.002
C  5.16933  -0.51676  3.08323  0.000
C  6.13174  0.08956  4.13721  0.000
C  5.49328  1.03012  5.13493  0.000
C  5.98657  -1.52678  2.25159  0.000
O  6.78297  -2.32317  2.73122  0.000
N  5.76967  -1.46028  0.89036  0.001
C  4.66629  -0.83355  0.25509  -0.005
O  4.24924  -1.28843  -0.81973  -0.006
N  4.14261  0.24414  0.89311  0.003
C  4.62774  0.56887  2.10033  0.002
O  4.56437  1.74413  2.53096  0.001
H  5.07889  -2.77793  4.70657  0.000
H  3.35483  -2.67773  5.15464  0.000
H  4.50963  -1.50929  5.80113  0.000
H  3.42770  -1.78290  2.96631  -0.006
H  3.25558  -0.38854  4.04280  0.000
H  6.60937  -0.75260  4.65725  0.000
H  6.90989  0.61971  3.56707  0.000
H  4.68176  0.55436  5.69689  0.000
H  6.27363  1.36480  5.81832  0.000
H  5.09712  1.90728  4.61044  0.000
H  6.19528  -2.18966  0.33503  0.000

Force components x, y, z for each atom (eV/Å):
-0.29 -0.01 -1.20
-0.19 -0.01 0.49
-1.29 0.28 -0.43
-0.89 0.11 -0.10
0.94 -0.83 0.80
0.42 0.76 0.27
0.18 -0.37 0.16
0.09 0.16 -0.90
0.11 0.30 -0.05
-0.24 -0.11 0.18
-0.24 0.34 0.12
0.13 0.17 -0.12
-0.01 -0.33 0.08
0.24 -0.06 0.04
-0.10 -0.06 -0.01
0.01 0.17 -0.13
-0.03 0.44 -0.09
0.00 -0.21 -1.05
-0.10 0.15 0.17
0.39 -0.11 -0.15
-0.16 -0.06 0.19
0.03 0.42 0.13
0.16 -0.44 -0.04
0.27 0.06 0.12
-0.03 -0.21 -0.12
-0.18 -0.04 0.05
0.20 -0.98 0.37
0.04 0.16 0.02
-0.15 0.08 0.18
0.11 0.78 0.34
-0.24 -0.11 0.02
-0.02 -0.20 0.02
0.18 0.14 0.05
0.35 -0.24 0.20
-0.04 -0.71 -1.21
-0.14 0.07 -0.11
0.14 0.25 0.20
0.21 0.11 1.46
-0.05 0.59 -1.34
-0.21 -0.02 -0.10
-0.24 0.49 1.28
0.11 -0.19 -0.28
0.11 0.04 -0.12
-0.17 -0.21 1.05
0.01 -0.01 -0.21
0.09 -0.06 -0.16
-0.04 -0.03 0.01
0.12 -0.05 -0.09
-0.14 0.10 0.02
0.14 0.03 -0.08
-0.03 0.03 0.03
-0.14 -0.08 0.00
0.11 -0.26 0.18
0.05 -0.01 -0.21
-0.05 -0.05 0.06
-0.25 0.23 -0.73
0.51 0.13 -0.51
-0.07 -0.41 -0.61
-0.06 0.52 -0.07
-0.20 0.06 0.05
-0.33 0.31 -0.22
0.27 -0.69 0.04
-1.26 0.75 0.25
0.80 0.17 0.76
0.60 -1.11 -0.66
-0.07 1.64 1.04
0.08 -1.34 -0.54
-0.06 -0.04 0.00
0.10 -0.08 0.11
0.07 -0.11 0.10
0.14 0.28 0.30
0.18 -0.35 -0.09
-0.02 0.20 -0.18
-0.07 -0.10 0.29
0.19 0.15 0.00
-0.09 0.00 0.30
0.03 -0.32 0.27
0.03 -0.07 0.13